This record from the Open Molecules 2025 dataset describes a molecular structure, C2H3ClF2N2O at a distorted geometry. The level of theory is wB97M-V/def2-TZVPD.

Calculated values
LUMO level = -0.0095 Ha
Energy above the lowest of the compared OMol25 structures with the same formula, charge and spin = 453.8 kJ/mol
Frontier orbital gap = 9.65 eV
Molecular weight = 144.5 g mol⁻¹

XYZ file:
```
11
Properties=species:S:1:pos:R:3:forces:R:3
C -0.027 0.915 -0.102 0.6 4.6 -6.2
C 1.259 0.225 0.310 -0.9 2.2 1.5
H -1.673 -1.389 1.070 1.7 0.6 -3.9
H -0.067 -1.437 -0.320 -5.3 0.1 1.5
H -1.950 0.488 -1.100 3.0 0.8 4.7
N -1.352 -1.103 -0.037 4.1 -1.8 3.6
N -1.198 0.335 0.023 -5.5 -1.2 -5.0
O 0.104 1.962 -0.888 -0.4 -4.0 3.9
F 2.075 1.293 0.393 1.2 -1.6 0.4
F 1.069 -0.323 1.555 1.0 0.0 -1.0
Cl 1.759 -0.965 -0.905 0.6 0.3 0.5
```
Forces are in eV/Å.